No. 1
# C23H49N2O2P3Sm

A molecular structure, C23H49N2O2P3Sm (wB97M-V/def2-TZVPD, the Open Molecules 2025 dataset).

Geometry as XYZ:
```
80
Properties=species:S:1:pos:R:3:forces:R:3:lowdin_charge:R:1
Sm 0.594172 0.265729 -1.009660 -2.360 0.096 -0.560 1.559
P 1.800319 2.364254 0.602001 0.938 1.646 0.703 0.668
P 0.153359 -0.259389 2.457370 0.265 -0.646 1.109 0.782
P -3.031711 2.296776 0.727083 1.142 -1.026 -0.966 0.946
H -0.713007 -1.669107 -4.613864 0.734 -0.053 -0.368 0.072
C -0.807915 -0.602697 -4.780225 -0.992 -0.200 -0.458 -0.017
C 0.055781 0.329799 -4.378089 -0.342 -0.122 0.316 -0.111
H 1.093699 0.046123 -4.148364 -0.242 0.186 0.296 0.044
C 3.592649 2.221747 0.280456 0.135 -0.263 -0.391 -0.278
C 1.932758 2.856626 2.357156 -0.273 -0.287 0.584 -0.257
C 1.410085 4.004814 -0.114157 -0.100 0.076 -0.507 -0.259
C -1.136740 -1.501987 2.859427 -0.223 -0.122 -0.252 -0.273
C 1.662808 -1.153628 3.047714 0.359 -0.193 -0.253 -0.266
C -0.062778 0.741151 4.007524 -0.214 0.912 0.157 -0.270
C -3.623210 3.291053 -0.647371 -0.422 0.968 -0.262 -0.193
C -1.739203 3.079333 1.768211 0.826 1.197 0.078 -0.213
C -4.316311 1.206287 1.385862 -0.783 -0.556 0.468 -0.184
H -1.746554 -0.387136 -5.344719 0.647 0.285 0.995 0.094
H -0.289557 1.368848 -4.338887 0.699 -0.213 -0.542 0.056
H 3.763067 1.917883 -0.757476 0.224 0.123 0.054 0.043
H 4.011239 1.449378 0.936653 -0.002 0.201 -0.087 0.049
H 4.103594 3.175624 0.463956 -0.143 -0.245 -0.027 0.075
H 2.269138 2.006978 2.961515 -0.057 0.166 -0.057 0.036
H 0.971750 3.196722 2.756585 0.188 -0.077 -0.076 0.035
H 2.660161 3.674391 2.495020 -0.230 -0.301 -0.354 0.086
H 1.200949 3.875348 -1.185474 0.071 0.321 0.138 0.044
H 2.256253 4.704197 0.004339 -0.389 -0.297 -0.013 0.076
H 0.512380 4.433206 0.357398 0.334 -0.144 -0.155 0.042
H -1.190352 -1.678952 3.942413 0.065 0.021 -0.364 0.065
H -0.955887 -2.452456 2.350945 -0.168 0.250 0.260 0.015
H -2.094745 -1.100396 2.509509 0.004 -0.213 0.147 0.035
H 1.514685 -1.551796 4.065335 -0.048 0.207 -0.368 0.074
H 2.536602 -0.483556 3.068032 -0.292 -0.098 0.035 0.044
H 1.925744 -1.992106 2.391376 -0.138 0.099 0.064 0.016
H -0.804475 0.294736 4.687018 0.284 -0.006 -0.347 0.062
H -0.403136 1.761040 3.802411 0.117 -0.226 0.131 -0.006
H 0.875685 0.842318 4.569622 -0.186 -0.124 -0.281 0.060
H -4.268255 4.121740 -0.285577 0.497 -0.398 -0.109 0.088
H -4.223454 2.719970 -1.380459 0.315 -0.115 0.635 0.071
H -2.767014 3.704637 -1.216390 -0.393 -0.106 0.521 0.067
H -1.640465 4.209170 1.754888 -0.676 -1.276 0.028 0.097
H -0.780202 2.701264 1.319470 -0.978 0.252 0.390 -0.020
H -1.733967 2.736035 2.811440 -0.398 0.165 -0.356 0.042
H -5.375539 1.537877 1.277767 0.936 0.284 0.079 0.089
H -4.160170 0.914572 2.440855 0.061 0.320 -0.448 0.068
H -4.250156 0.277673 0.785700 0.121 0.472 0.166 0.060
C -2.535224 0.402154 -2.381890 -0.718 -0.036 0.506 -0.448
C -3.403842 -0.724639 -2.363544 0.204 0.711 0.638 -0.024
C -4.420408 -0.752204 -3.333001 -0.008 0.141 -0.263 -0.060
C -4.629698 0.391748 -4.144291 0.270 -0.265 -0.051 -0.061
C -3.740028 1.497002 -4.132642 -0.239 -0.456 0.780 -0.054
C -2.704139 1.546379 -3.178595 -0.469 -1.042 -0.384 -0.097
O -1.482367 0.420712 -1.528412 2.233 -0.089 0.953 -0.459
H -2.075622 1.391956 0.151853 -1.198 0.281 0.115 0.012
H -3.342858 -1.403899 -1.443245 0.154 0.515 -1.929 0.137
H -5.008193 -1.678356 -3.547249 0.231 1.087 0.680 0.131
H -5.549596 0.405693 -4.755270 0.927 0.006 -0.015 0.123
H -3.853758 2.292286 -4.859656 -0.241 0.089 0.205 0.116
H -2.008518 2.391314 -2.985442 -0.592 -0.629 -0.660 0.117
C 3.865938 -1.221451 -0.935850 0.215 0.233 0.104 -0.002
N 3.362883 -2.474453 -0.387228 -0.277 1.077 -0.984 -0.056
C 4.312556 -3.504717 -0.034932 0.648 -0.534 -0.603 -0.117
C 3.747122 -4.382184 1.059898 0.847 0.185 0.722 -0.133
C 2.379489 -4.875579 0.681898 -0.501 -0.545 -0.306 -0.111
N 1.546804 -3.730862 0.312511 -0.138 1.115 -1.147 -0.061
C 0.099915 -3.832294 0.293135 -1.252 -0.182 -0.108 -0.008
C 2.053567 -2.639612 -0.294755 -0.104 -1.063 1.831 -0.420
O 1.243218 -1.679171 -0.604437 0.497 -0.594 -0.299 -0.281
H 3.339175 -0.977542 -1.865287 0.168 0.034 -0.019 0.091
H 4.934564 -1.323930 -1.171340 -0.440 -0.001 0.011 0.124
H 3.774896 -0.389983 -0.208377 -0.033 -0.419 -0.278 0.069
H 4.541520 -4.151044 -0.903509 -0.198 0.388 0.102 0.154
H 5.244860 -2.955370 0.165099 -0.258 -0.608 0.555 0.143
H 3.706503 -3.839292 2.011610 0.078 -0.116 -0.103 0.127
H 4.443071 -5.215678 1.157200 -0.185 -0.073 0.294 0.140
H 1.814007 -5.351524 1.504843 0.719 -0.040 -0.353 0.147
H 2.470634 -5.580300 -0.171867 -0.313 0.266 0.471 0.155
H -0.383625 -2.980435 0.810420 0.522 -0.583 -0.345 0.053
H -0.284495 -3.804256 -0.743511 0.157 -0.269 0.439 0.114
H -0.240429 -4.764563 0.781524 0.379 0.475 -0.314 0.123
```
Forces are in eV/Å.

The spin multiplicity is 6. As for the expectation value of S²: 8.77. The energy comes out at -2846.87508 a.u. As for the charge: +3. The largest force on an atom comes out at 2.43 eV Å⁻¹. The molar mass is 628.94 g mol⁻¹. The HOMO-LUMO gap (spin up / spin down) is 5.63 / 6.96 eV. The LUMO energy (spin up / spin down) comes out at -9.9 / -8.6 eV. The relative energy (zero: lowest compared OMol25 entry of this formula, charge and spin) is 0.0 kJ/mol.

=====

No. 2
# CHCl3

A gas-phase ion, CHCl3 (charge -1) (wB97M-V/def2-TZVPD, the Open Molecules 2025 dataset).

Geometry as XYZ:
```
5
Properties=species:S:1:pos:R:3:forces:R:3:lowdin_charge:R:1
C 0.037120 -0.019890 0.147574 1.434 0.647 -0.309 -1.586
Cl -1.335580 -1.228740 0.228404 -1.708 -1.819 0.463 0.061
Cl -0.541450 1.669350 -0.047336 -0.478 1.611 0.647 0.248
Cl 1.066350 -0.265380 -1.268306 1.178 -0.734 -1.544 0.301
H 0.773560 -0.155340 0.939664 -0.426 0.295 0.743 -0.025
```
Forces are in eV/Å.

The spin multiplicity is 2. As for the expectation value of S²: 0.75. The energy comes out at -1419.24274 a.u. As for the charge: -1. The largest force on an atom comes out at 2.54 eV Å⁻¹. The molar mass is 119.38 g mol⁻¹. The HOMO-LUMO gap (spin up / spin down) is 3.49 / 9.83 eV. The LUMO energy (spin up / spin down) comes out at 4.0 / 3.9 eV. The relative energy (zero: lowest compared OMol25 entry of this formula, charge and spin) is 0.0 kJ/mol.

=====

No. 3
# C2H3FS3

2 unconnected molecules or ions with the total composition C2H3FS3 (wB97M-V/def2-TZVPD, the Open Molecules 2025 dataset).

Geometry as XYZ:
```
9
Properties=species:S:1:pos:R:3:forces:R:3:lowdin_charge:R:1
C 0.527107 1.565173 2.002606 0.660 0.629 -0.941 -1.379
C -0.062698 -1.131551 -1.258152 2.016 -0.581 1.289 -0.599
F 0.449732 0.031019 -1.754220 1.354 1.366 0.719 -0.094
S 2.003114 1.038244 1.903532 -1.301 0.142 0.475 0.716
S -0.861025 2.278443 1.825916 0.708 -0.517 0.640 0.704
S -1.026999 -0.959315 0.227040 -0.176 0.163 0.818 0.718
H -0.690418 -1.295873 -2.032443 -2.067 -2.189 -2.214 0.030
H 0.748446 -1.893035 -1.031869 -0.943 0.881 -0.740 0.100
H -1.087259 0.366895 0.117591 -0.251 0.108 -0.046 -0.196
```
Forces are in eV/Å.

The energy comes out at -1372.38917 a.u. As for the charge: 0. The largest force on an atom comes out at 3.74 eV Å⁻¹. The molar mass is 142.25 g mol⁻¹. The HOMO-LUMO gap is 9.04 eV. The LUMO energy comes out at -0.3 eV. The relative energy (zero: lowest compared OMol25 entry of this formula, charge and spin) is 28.7 kJ/mol.

=====

No. 4
# C4H8O2

A single C4H8O2 molecule (wB97M-V/def2-TZVPD, the Open Molecules 2025 dataset).

Geometry as XYZ:
```
14
Properties=species:S:1:pos:R:3:forces:R:3:lowdin_charge:R:1
C 1.245134 -0.930423 -0.306822 0.086 -0.122 -0.178 -0.031
C 0.743090 0.337152 0.391660 -0.097 -0.126 0.066 -0.396
O 1.612977 1.409122 0.152533 -0.072 0.064 -0.113 -0.025
C -0.654354 0.691581 -0.104579 -0.060 0.244 -0.229 -0.390
O -0.799803 1.700255 -0.767696 -0.003 -0.365 0.250 0.087
C -1.806764 -0.231159 0.206866 -0.058 -0.008 0.018 -0.007
H 0.519390 -1.751816 -0.283802 0.118 0.140 0.127 0.076
H 2.171803 -1.263787 0.165996 -0.118 0.018 -0.054 0.083
H 1.470772 -0.702822 -1.357756 -0.113 0.003 0.253 0.095
H 0.681740 0.170190 1.478658 -0.031 -0.047 -0.165 0.153
H 1.115638 1.997898 -0.443200 0.131 0.060 0.093 0.085
H -1.858927 -1.019958 -0.552923 0.050 0.123 0.084 0.092
H -2.736900 0.338816 0.166880 0.117 -0.079 0.004 0.088
H -1.702666 -0.715851 1.182982 0.051 0.096 -0.157 0.088
```
Forces are in eV/Å.

The energy comes out at -307.68766 a.u. As for the charge: 0. The largest force on an atom comes out at 0.44 eV Å⁻¹. The molar mass is 88.11 g mol⁻¹. The HOMO-LUMO gap is 11.09 eV. The LUMO energy comes out at 0.9 eV. The relative energy (zero: lowest compared OMol25 entry of this formula, charge and spin) is 65.0 kJ/mol.